This record from OMol25 describes a cluster of 2 separate species, C10H17NO3 in total in a non-equilibrium geometry. The level of theory is the ωB97M-V functional and the def2-TZVPD basis.

XYZ file:
```
31
C10H17NO3, DFT the ωB97M-V functional and the def2-TZVPD basis
C -3.41027 -0.55003 -0.09580
C -2.74449 -1.02041 1.08156
C -2.84769 0.64494 -0.46075
C -1.84700 -0.12779 1.38439
C 3.78436 0.22582 0.37980
C -1.27618 2.13325 0.65992
C 0.27148 0.44051 -2.16625
C 0.53890 -2.33668 0.38576
C 2.42669 0.78722 0.50162
C 1.46582 -0.24824 -0.15198
N -1.94280 0.88445 0.53010
O 2.00470 1.78316 1.03206
O 0.31503 0.28254 -0.73353
O 1.23366 -1.12328 0.86483
H -4.02709 -1.25709 -0.61454
H -3.15600 -1.77417 1.80398
H -3.03719 1.32172 -1.26963
H 3.94100 -0.76817 0.75114
H 3.87673 0.07593 -0.75450
H 4.57778 0.80019 0.81141
H -0.40575 2.05470 1.27906
H -0.87347 2.19182 -0.34783
H -1.80946 3.09860 0.92815
H -0.73608 0.62513 -2.55146
H 0.52924 -0.52466 -2.68825
H 0.95185 1.14971 -2.58061
H 1.12154 -2.66138 -0.56747
H -0.51505 -2.18174 0.04775
H 0.69945 -3.05451 1.19366
H 2.10296 -0.76026 -0.89712
H -1.21263 -0.11129 2.24450
```

Properties
**Calculated total energy**: -671.5952 a.u.
**Net charge**: 0
**LUMO**: 0.716 eV
**Gap between HOMO and LUMO**: 0.3270 Ha
**HOMO energy**: -8.2 eV
**Max |F|**: 0.0917 hartree/bohr
**Energy relative to the best compared isomer or geometry (same formula, charge and spin)**: 115.0 kcal/mol